Record 1
Computed, not measured: an isolated molecule of C5H7N, with ωB97M-V with the def2-TZVPD basis set.

Each line ends with the natural charge from an NBO analysis.
Element x y z (Å)
C  2.050  -0.059  0.335  -0.50
C  0.718  0.033  0.388  0.15
C  -0.207  1.202  0.421  -0.24
C  -1.417  0.792  0.032  -0.16
C  -1.251  -0.604  -0.516  -0.26
N  -0.142  -1.075  0.296  -0.60
H  2.495  -1.048  0.236  0.20
H  2.709  0.798  0.340  0.21
H  0.107  2.223  0.608  0.22
H  -2.337  1.353  -0.079  0.22
H  -0.948  -0.349  -1.552  0.18
H  -2.078  -1.314  -0.565  0.21
H  0.300  -1.951  0.055  0.38

* molar mass: 81.12 g/mol
* total charge: 0
* calculated total energy: -6787.043 eV
* gap between HOMO and LUMO: 9.05 eV
* E_LUMO: 1.06 eV
* ΔE to the lowest compared entry with this formula, charge and spin: 141.8 kJ/mol

***

Record 2
Computed, not measured: an isolated molecule of C5H7N, with ωB97M-V with the def2-TZVPD basis set.

Each line ends with the natural charge from an NBO analysis.
Element x y z (Å)
C  -0.651  1.223  -1.347  -0.64
C  -0.149  0.210  -0.366  0.12
C  0.752  -0.818  -0.507  -0.30
C  0.963  -1.396  0.777  -0.30
C  0.180  -0.708  1.667  -0.08
N  -0.486  0.257  0.962  -0.51
H  -1.724  1.418  -1.234  0.21
H  -0.128  2.181  -1.239  0.22
H  -0.487  0.877  -2.370  0.23
H  1.225  -1.111  -1.436  0.22
H  1.620  -2.222  1.017  0.22
H  0.045  -0.812  2.735  0.21
H  -1.160  0.902  1.342  0.41

* molar mass: 81.12 g/mol
* total charge: 0
* calculated total energy: -6788.501 eV
* gap between HOMO and LUMO: 9.04 eV
* E_LUMO: 1.05 eV
* ΔE to the lowest compared entry with this formula, charge and spin: 1.1 kJ/mol

***

Record 3
Computed, not measured: an isolated molecule of C5H7N, with ωB97M-V with the def2-TZVPD basis set.

Each line ends with the natural charge from an NBO analysis.
Element x y z (Å)
C  2.731  -0.842  -0.899  -0.22
C  1.801  -0.373  -0.293  -0.02
C  0.579  0.319  0.060  -0.17
C  -0.124  0.584  1.351  -0.23
N  -0.582  -0.445  0.450  -0.37
C  -1.755  -0.254  -0.377  -0.41
H  3.530  -1.227  -1.490  0.23
H  0.403  1.117  -0.665  0.21
H  -0.652  1.542  1.366  0.19
H  0.242  0.252  2.319  0.21
H  -1.610  -0.847  -1.286  0.21
H  -1.917  0.798  -0.671  0.17
H  -2.646  -0.625  0.136  0.20

* molar mass: 81.12 g/mol
* total charge: 0
* calculated total energy: -6785.108 eV
* gap between HOMO and LUMO: 10.55 eV
* E_LUMO: 1.08 eV
* ΔE to the lowest compared entry with this formula, charge and spin: 328.5 kJ/mol

***

Record 4
Computed, not measured: a structure of composition C5H7N, with ωB97M-V with the def2-TZVPD basis set.

Each line ends with the natural charge from an NBO analysis.
Element x y z (Å)
C  1.521  -0.760  -0.633  -0.43
C  1.493  0.502  -0.441  0.01
C  0.742  1.447  0.194  -0.33
N  -0.779  0.424  0.840  -0.33
C  -0.737  -0.886  0.705  -0.12
C  -1.576  -0.183  -0.256  -0.29
H  2.157  -1.485  -1.120  0.24
H  1.091  1.825  1.153  0.23
H  0.182  2.174  -0.391  0.23
H  -0.756  -1.667  1.455  0.23
H  0.514  -1.214  -0.083  0.18
H  -2.656  -0.097  -0.149  0.19
H  -1.196  -0.082  -1.275  0.19

* molar mass: 81.12 g/mol
* total charge: 0
* calculated total energy: -6782.798 eV
* gap between HOMO and LUMO: 9.82 eV
* E_LUMO: 0.94 eV
* ΔE to the lowest compared entry with this formula, charge and spin: 551.4 kJ/mol

***

Record 5
Computed, not measured: a structure of composition C5H7N in a non-equilibrium geometry, with ωB97M-V with the def2-TZVPD basis set.

Each line ends with the natural charge from an NBO analysis.
Element x y z (Å)
C  1.213  -0.280  0.547  -0.42
C  0.683  0.881  -0.205  -0.25
C  0.407  -0.740  -0.600  -0.19
C  -1.080  -0.399  -0.468  -0.15
N  -1.661  -0.451  0.824  -0.59
C  -0.808  0.982  -0.153  -0.05
H  2.274  -0.442  0.367  0.23
H  0.927  -0.410  1.584  0.19
H  1.333  1.737  -0.448  0.24
H  0.771  -1.470  -1.324  0.23
H  -1.732  -0.656  -1.290  0.20
H  -0.967  -0.648  1.542  0.33
H  -1.359  1.894  -0.375  0.23

* molar mass: 81.12 g/mol
* total charge: 0
* calculated total energy: -6783.382 eV
* gap between HOMO and LUMO: 8.92 eV
* E_LUMO: 0.89 eV
* ΔE to the lowest compared entry with this formula, charge and spin: 495.1 kJ/mol

***

Record 6
Computed, not measured: an isolated molecule of C5H7N in a non-equilibrium geometry, with ωB97M-V with the def2-TZVPD basis set.

Each line ends with the natural charge from an NBO analysis.
Element x y z (Å)
C  -0.110  -1.440  0.228  -0.45
C  0.491  -0.581  -0.817  -0.22
C  -1.033  -0.392  -0.289  -0.05
N  -0.786  1.063  -0.105  -0.39
C  0.251  1.354  0.881  -0.26
C  0.615  0.899  -0.480  -0.10
H  0.238  -1.631  1.238  0.20
H  -0.428  -2.360  -0.281  0.22
H  1.147  -0.998  -1.589  0.23
H  -2.101  -0.620  -0.372  0.22
H  0.358  0.710  1.747  0.20
H  0.332  2.424  1.067  0.21
H  1.027  1.571  -1.229  0.21

* molar mass: 81.12 g/mol
* total charge: 0
* calculated total energy: -6784.099 eV
* gap between HOMO and LUMO: 9.95 eV
* E_LUMO: 1.18 eV
* ΔE to the lowest compared entry with this formula, charge and spin: 425.9 kJ/mol

***

Copy entry 5 word for word.
Computed, not measured: a structure of composition C5H7N in a non-equilibrium geometry, with ωB97M-V with the def2-TZVPD basis set.

Each line ends with the natural charge from an NBO analysis.
Element x y z (Å)
C  1.213  -0.280  0.547  -0.42
C  0.683  0.881  -0.205  -0.25
C  0.407  -0.740  -0.600  -0.19
C  -1.080  -0.399  -0.468  -0.15
N  -1.661  -0.451  0.824  -0.59
C  -0.808  0.982  -0.153  -0.05
H  2.274  -0.442  0.367  0.23
H  0.927  -0.410  1.584  0.19
H  1.333  1.737  -0.448  0.24
H  0.771  -1.470  -1.324  0.23
H  -1.732  -0.656  -1.290  0.20
H  -0.967  -0.648  1.542  0.33
H  -1.359  1.894  -0.375  0.23

* molar mass: 81.12 g/mol
* total charge: 0
* calculated total energy: -6783.382 eV
* gap between HOMO and LUMO: 8.92 eV
* E_LUMO: 0.89 eV
* ΔE to the lowest compared entry with this formula, charge and spin: 495.1 kJ/mol